#P
{"formula": "C3H11NO3", "method": "the ωB97M-V functional and the def2-TZVPD basis", "total_charge": 0, "spin_multiplicity": 1, "homo_energy_ev": [-6.1183, -8.2414], "symbols": ["C", "C", "C", "O", "H", "H", "H", "H", "H", "H", "H", "H", "N", "O", "O", "H", "H", "H"], "coordinates": [[-1.34255, 0.35248, 0.24600], [-1.45017, -1.09631, 0.57635], [-0.83895, 0.81885, -1.02327], [-2.02876, 1.23202, 0.98019], [-2.29169, 0.84550, 1.82688], [1.08479, 0.60872, 0.58990], [-0.67088, -1.64979, 0.05704], [-1.36484, -1.28234, 1.64904], [-2.43357, -1.46410, 0.24726], [-1.17319, 1.82805, -1.25515], [0.29611, 0.80127, -0.97953], [-1.06126, 0.11706, -1.83138], [1.97652, 0.13938, -0.88079], [1.75186, -1.26179, -0.63389], [3.18236, 0.47708, -0.18420], [3.87116, 0.37875, -0.85801], [1.96261, -1.40221, 0.30579], [0.53045, 0.55739, 1.16777]], "mulliken_charge": [0.5503, -1.2670, -0.7448, -0.4742, 0.3377, 0.0802, 0.2658, 0.4158, 0.4028, 0.3232, 0.2821, 0.3099, -0.5298, -0.2906, -0.3974, 0.3564, 0.3304, 0.0493]}

#Q
{"formula": "C3H11NO3", "method": "the ωB97M-V functional and the def2-TZVPD basis", "total_charge": 0, "spin_multiplicity": 1, "homo_energy_ev": -9.4271, "smiles": "NCCC=O.O.O", "symbols": ["C", "C", "C", "O", "N", "H", "H", "H", "H", "H", "H", "H", "H", "H", "O", "H", "H", "O"], "coordinates": [[1.84227, 0.62596, 0.56529], [0.60452, -0.22789, 0.32052], [0.88569, -1.59456, -0.21066], [0.22410, -2.13789, -1.06342], [1.44519, 1.79349, 1.34777], [2.29920, 0.89110, -0.39687], [2.58280, 0.03858, 1.11582], [-0.06980, 0.27312, -0.37704], [0.06857, -0.33457, 1.27069], [1.74246, -2.13771, 0.23485], [0.62074, 2.21510, 0.93369], [2.17613, 2.49306, 1.33881], [-2.93365, -1.07106, -1.64207], [-1.56991, -1.43811, -1.04138], [-2.32578, -0.84599, -0.93188], [-2.02735, 0.92305, -0.23351], [-2.43384, 2.09072, 0.65640], [-1.75796, 1.81567, 0.02894]], "mulliken_charge": [-0.5919, -0.2639, 0.0360, -0.5583, -0.6047, 0.3005, 0.3484, 0.1579, 0.3581, 0.3051, 0.2263, 0.2273, 0.2908, 0.3820, -0.6853, 0.3669, 0.3119, -0.6071]}

Which of them is most stable, and which least? Most stable: #Q; least stable: #P.

#P
{"formula": "C3H11NO3", "method": "the ωB97M-V functional and the def2-TZVPD basis", "total_charge": 0, "spin_multiplicity": 1, "homo_energy_ev": -9.5707, "smiles": "CNC(C)=O.O.O", "symbols": ["C", "C", "N", "C", "O", "H", "H", "H", "H", "H", "H", "H", "H", "H", "O", "H", "H", "O"], "coordinates": [[-2.50552, -0.34274, 2.38515], [-1.11004, 0.23262, 2.25297], [-0.34071, -0.18685, 1.21627], [-0.64107, -1.31579, 0.36587], [-0.70686, 1.07648, 3.02402], [-3.02023, 0.29348, 3.09889], [-2.53037, -1.35457, 2.78200], [-3.03311, -0.24759, 1.42734], [0.63842, 0.02432, 1.25743], [-0.91130, -1.04755, -0.64500], [0.22780, -1.96684, 0.28758], [-1.43396, -1.93195, 0.76885], [4.55281, 1.88273, -3.23761], [4.02172, 0.45679, -2.87034], [3.77581, 1.31626, -3.24586], [1.78067, 0.95756, -2.93580], [0.35742, 1.38275, -2.69577], [0.87854, 0.77088, -3.23600]], "mulliken_charge": [-1.1302, 0.6497, -0.1313, -0.8879, -0.6271, 0.2964, 0.3087, 0.3543, 0.2602, 0.2771, 0.3191, 0.3140, 0.3150, 0.3212, -0.6658, 0.3272, 0.3257, -0.6263]}

#Q
{"formula": "C3H11NO3", "method": "the ωB97M-V functional and the def2-TZVPD basis", "total_charge": 0, "spin_multiplicity": 1, "homo_energy_ev": -9.2413, "smiles": "NC(CO)CO.O", "symbols": ["C", "O", "C", "C", "O", "N", "H", "H", "H", "H", "H", "H", "H", "H", "H", "H", "H", "O"], "coordinates": [[-2.13363, 0.83911, -0.08043], [-3.39948, 0.29302, -0.29262], [-1.06054, -0.18593, 0.25679], [0.23385, 0.56363, 0.44414], [1.35339, -0.26732, 0.85906], [-0.83299, -0.99495, -0.86082], [-2.31321, 1.54404, 0.68419], [-1.80448, 1.33633, -1.02403], [-3.29989, -0.63661, 0.07392], [-1.40223, -0.79979, 1.16132], [0.47970, 0.93634, -0.51023], [0.24464, 1.38889, 1.16864], [1.17268, -0.67807, 1.79216], [-0.00924, -1.35480, -1.22879], [-1.40093, -0.98394, -1.62233], [4.49367, -0.55203, -0.96174], [4.55214, -0.11435, 0.42673], [5.12655, -0.33355, -0.28597]], "mulliken_charge": [-0.5828, -0.5037, 0.4970, -0.9459, -0.5382, -0.4265, 0.3299, 0.3377, 0.3507, 0.0796, 0.4264, 0.3160, 0.3149, 0.1626, 0.1797, 0.3136, 0.3177, -0.6286]}

Which of them is most stable, and which least? Most stable: #P; least stable: #Q.

#P
{"formula": "C3H11NO3", "method": "the ωB97M-V functional and the def2-TZVPD basis", "total_charge": 0, "spin_multiplicity": 1, "homo_energy_ev": -9.0585, "smiles": "NC(CO)CO.O", "symbols": ["C", "O", "C", "C", "O", "N", "H", "H", "H", "H", "H", "H", "H", "H", "H", "H", "H", "O"], "coordinates": [[-0.24548, -0.90066, 0.94568], [-1.57889, -0.40677, 0.85834], [0.89064, 0.27862, 0.61084], [0.87517, 1.37865, 1.70486], [1.89520, 2.34867, 1.40427], [2.19858, -0.38722, 0.61751], [-0.05898, -1.48038, 1.87709], [-0.23118, -1.63469, 0.23838], [-1.63474, 0.12973, 1.67882], [0.68465, 0.88286, -0.30862], [0.78636, 1.03410, 2.78114], [-0.08242, 1.91712, 1.61360], [2.76783, 1.90122, 1.64249], [2.66954, -0.56290, 1.54130], [2.84361, -0.18358, -0.08025], [-3.31584, -2.03264, -4.46464], [-4.11063, -2.02536, -5.94982], [-3.42010, -1.91374, -5.32014]], "mulliken_charge": [-0.7359, -0.5125, 0.5113, -0.8909, -0.5172, -0.5687, 0.2870, 0.4139, 0.3291, 0.2309, 0.3030, 0.3552, 0.3579, 0.2212, 0.2155, 0.2888, 0.3276, -0.6164]}

#Q
{"formula": "C3H11NO3", "method": "the ωB97M-V functional and the def2-TZVPD basis", "total_charge": 0, "spin_multiplicity": 1, "homo_energy_ev": -9.2308, "smiles": "CNC(C)=O.O.O", "symbols": ["C", "C", "N", "C", "O", "H", "H", "H", "H", "H", "H", "H", "H", "H", "O", "H", "H", "O"], "coordinates": [[-0.62726, 2.68412, -1.64875], [0.00108, 1.51633, -0.91848], [0.29204, 0.42266, -1.68838], [0.73437, 0.51406, -3.07128], [0.29100, 1.57801, 0.26129], [-0.41043, 3.64858, -1.19763], [-0.19118, 2.78899, -2.64077], [-1.69877, 2.57317, -1.80173], [0.68235, -0.26561, -1.07288], [0.91120, -0.50648, -3.39508], [1.66478, 1.09151, -3.17983], [0.02953, 0.95423, -3.77100], [-0.51607, -4.36018, 5.36837], [0.66174, -3.44700, 5.22987], [0.20953, -4.00215, 5.86856], [-1.57514, -1.71142, 0.52613], [-0.14067, -1.56181, 0.86371], [-0.74246, -1.40122, 0.11581]], "mulliken_charge": [-1.0187, 0.6350, -0.1036, -1.0061, -0.6189, 0.3095, 0.3269, 0.2483, 0.2495, 0.3480, 0.3353, 0.3139, 0.3140, 0.3158, -0.6298, 0.2855, 0.3036, -0.6082]}

#R
{"formula": "C3H11NO3", "method": "the ωB97M-V functional and the def2-TZVPD basis", "total_charge": 0, "spin_multiplicity": 1, "homo_energy_ev": -9.3500, "smiles": "CNCC=O.O.O", "symbols": ["C", "N", "C", "C", "O", "H", "H", "H", "H", "H", "H", "H", "H", "H", "O", "H", "H", "O"], "coordinates": [[-1.38383, -1.71728, 1.20756], [-0.70721, -0.82660, 0.28620], [-1.42023, -0.54046, -0.96917], [-0.40003, 0.26122, -1.84386], [-0.39870, 1.45601, -1.73864], [-2.14773, -1.20823, 1.79943], [-1.91456, -2.58598, 0.79313], [-0.62663, -2.11856, 1.88052], [0.23354, -1.14050, 0.10016], [-2.27137, 0.13179, -0.97126], [-1.68950, -1.55447, -1.30911], [0.18913, -0.17702, -2.66813], [0.57016, 1.67147, 2.65300], [-0.18341, 0.60392, 1.70583], [0.65582, 1.06063, 1.89260], [2.34315, 0.93378, 0.37406], [3.84896, 0.68742, 0.27219], [2.99937, 0.24147, 0.27712]], "mulliken_charge": [-0.9869, -0.1983, -0.4725, -0.1157, -0.4398, 0.2998, 0.3375, 0.3483, 0.2203, 0.2880, 0.3550, 0.3892, 0.2788, 0.3243, -0.6065, 0.3064, 0.2871, -0.6149]}

#S
{"formula": "C3H11NO3", "method": "the ωB97M-V functional and the def2-TZVPD basis", "total_charge": 0, "spin_multiplicity": 1, "homo_energy_ev": -9.9219, "smiles": "NC(CO)CO.O", "symbols": ["C", "O", "C", "C", "O", "N", "H", "H", "H", "H", "H", "H", "H", "H", "H", "H", "H", "O"], "coordinates": [[0.74510, -0.47183, 1.68428], [1.22607, -1.69306, 2.25831], [1.44012, 0.00571, 0.41699], [1.17627, 1.49732, 0.23719], [2.26722, 2.00609, -0.55580], [0.92815, -0.72668, -0.76501], [0.88864, 0.34946, 2.39426], [-0.34536, -0.54915, 1.55068], [1.24739, -2.26605, 1.46844], [2.51336, -0.18092, 0.59219], [0.29074, 1.55980, -0.41492], [0.91846, 1.97936, 1.18140], [2.26955, 2.94008, -0.40650], [1.05358, -1.73454, -0.71123], [1.59406, -0.47262, -1.49546], [-6.33844, -0.11238, -2.12964], [-5.70046, -1.40902, -2.42908], [-6.17445, -0.72157, -2.87609]], "mulliken_charge": [-0.7889, -0.4996, 0.5535, -0.7313, -0.5017, -0.7580, 0.3231, 0.3316, 0.3107, 0.2547, 0.3472, 0.3721, 0.2807, 0.2527, 0.2534, 0.3209, 0.3148, -0.6357]}

Which of them is most stable, and which least? Most stable: #Q; least stable: #P.